Here is a molecular structure, C34H31BaN7O4S2Se from the OMol25 dataset. Energies are from ωB97M-V with the def2-TZVPD basis set.

```
! RIJCOSX wB97M-V def2-TZVPD def2/J DEFGRID3
* xyz -2 1
Ba 0.216 -0.188 -0.027
C -2.541 -2.358 -2.584
C -2.053 -2.911 -1.303
N -1.348 -2.261 -0.404
C -1.132 -3.150 0.625
C -1.719 -4.347 0.341
N -2.295 -4.177 -0.884
C -1.813 -5.652 1.073
O -1.349 -5.613 2.249
O -2.465 -6.546 0.536
C -0.360 -2.750 1.817
O -0.248 -3.610 2.779
O 0.136 -1.627 1.859
H -2.019 -1.432 -2.812
H -3.597 -2.112 -2.506
H -2.392 -3.066 -3.399
H -2.803 -4.918 -1.344
H -0.702 -4.563 2.547
C 3.166 3.468 -1.678
C 1.663 3.411 -1.932
C 1.317 2.949 -3.317
C 0.995 3.867 -4.303
C 0.674 3.458 -5.590
C 0.662 2.109 -5.884
C 0.984 1.155 -4.923
C 0.881 -0.305 -5.279
C 2.028 -0.796 -6.159
C 1.333 1.581 -3.642
N 1.626 0.646 -2.639
C 2.685 -0.068 -2.759
C 3.032 -1.148 -1.893
C 4.160 -1.967 -1.984
C 4.024 -2.923 -0.977
C 2.817 -2.632 -0.339
N 2.209 -1.567 -0.881
H 3.364 3.804 -0.663
H 3.657 4.144 -2.380
H 3.614 2.483 -1.789
H 1.216 4.394 -1.765
H 1.202 2.753 -1.196
H 0.975 4.918 -4.047
H 0.405 4.186 -6.346
H 0.370 1.774 -6.873
H -0.065 -0.460 -5.805
H 0.835 -0.908 -4.369
H 2.106 -0.195 -7.066
H 1.883 -1.835 -6.450
H 2.978 -0.724 -5.634
H 3.392 0.132 -3.577
H 4.965 -1.862 -2.694
H 4.702 -3.724 -0.735
H 2.375 -3.151 0.495
S 1.716 1.747 1.803
C 0.822 2.417 3.133
C 1.539 3.154 4.100
C 0.944 3.740 5.189
C -0.432 3.640 5.381
C -1.169 2.939 4.448
C -0.571 2.332 3.343
S -1.693 1.375 2.351
H 2.606 3.236 3.954
H 1.557 4.283 5.901
H -0.916 4.097 6.232
H -2.240 2.846 4.560
N -0.998 3.224 0.442
C -1.798 2.300 0.808
H -0.272 3.408 1.135
Se -2.162 2.225 -1.911
N -2.659 1.821 -0.115
C -3.720 0.889 -0.128
C -4.373 0.356 0.957
C -5.440 -0.533 0.778
C -5.849 -0.838 -0.508
C -5.225 -0.286 -1.613
C -4.136 0.604 -1.477
N -3.548 1.198 -2.515
H -4.072 0.624 1.958
H -5.926 -0.971 1.638
H -6.679 -1.524 -0.660
H -5.566 -0.512 -2.616
*
```

The HOMO energy is -0.033 Eh. For the energy relative to the best compared isomer or geometry (same formula, charge and spin), the calculation gives 85.2 kJ/mol. For the HOMO-LUMO gap, the calculation gives 0.1831 Eh.